(1)
{
  "formula": "C2H2OS2",
  "method": "the ωB97M-V functional and the def2-TZVPD basis",
  "smiles": "C1OC12SS2",
  "de_lowest_kj_mol": 233.4,
  "spin_multiplicity": 1,
  "orbital_gap_ev": 8.443,
  "species": ["C", "O", "C", "S", "S", "H", "H"],
  "coordinates": [[0.94598, -0.05976, -0.05402], [0.26079, -0.13813, 1.21265], [-0.59182, 0.01267, 0.18105], [-1.90505, -0.98770, -0.44993], [-1.87581, 1.09602, -0.31230], [1.36554, 0.93751, -0.18801], [1.80037, -0.86060, -0.38945]],
  "forces_ev_per_a": [[0.4, 0.1, -0.6], [0.0, -0.1, 1.3], [2.8, -1.3, -2.2], [-0.2, -0.5, 0.2], [0.0, 0.6, 0.3], [0.0, -0.1, 0.0], [-3.0, 1.3, 0.9]],
  "lowdin_charge": [-0.098, -0.072, -1.215, 0.561, 0.576, 0.085, 0.163]
}

---

(2)
{
  "formula": "C35H34IrN7O4S2",
  "method": "the ωB97M-V functional and the def2-TZVPD basis",
  "de_lowest_kj_mol": 0.0,
  "spin_multiplicity": 5,
  "orbital_gap_ev": [5.983, 5.679],
  "species": ["Ir", "C", "C", "N", "N", "C", "S", "S", "C", "C", "C", "C", "C", "C", "C", "C", "C", "C", "C", "C", "C", "O", "H", "H", "H", "H", "H", "H", "H", "H", "H", "H", "H", "H", "H", "H", "C", "C", "C", "C", "C", "C", "N", "N", "C", "C", "C", "C", "C", "N", "H", "H", "H", "H", "H", "H", "H", "H", "H", "C", "C", "C", "C", "C", "C", "O", "N", "C", "O", "N", "C", "O", "H", "H", "H", "H", "H", "H", "H", "H", "H", "H", "H"],
  "coordinates": [[0.47595, -0.71146, 0.52429], [-1.32357, 1.33166, -2.93162], [-0.48464, 0.27922, -2.24809], [-0.83740, -0.05990, -0.97066], [-2.09273, 0.26882, -0.69251], [-2.57912, -0.03406, 0.51111], [-1.75476, -0.60221, 1.83300], [-4.30634, 0.25296, 0.69845], [-4.92155, -0.00336, -0.99369], [-4.67640, -1.39026, -1.51565], [-5.38145, -2.47356, -0.99763], [-5.14658, -3.75731, -1.46153], [-4.20015, -3.97765, -2.45425], [-3.49461, -2.90570, -2.97934], [-3.73226, -1.62067, -2.50984], [0.58857, -0.29772, -2.93793], [0.81742, 0.09630, -4.30526], [1.78425, -0.44819, -5.07733], [2.63675, -1.46272, -4.54582], [2.47454, -1.89289, -3.27912], [1.45673, -1.34498, -2.41137], [1.38418, -1.82124, -1.25517], [-1.94377, 1.85751, -2.21715], [-1.97653, 0.89381, -3.68948], [-0.67539, 2.05070, -3.42790], [-4.50597, 0.75071, -1.65822], [-5.99084, 0.18926, -0.88728], [-6.11428, -2.30756, -0.21683], [-5.70529, -4.58814, -1.05086], [-4.02036, -4.98013, -2.82105], [-2.75950, -3.06587, -3.75804], [-3.18394, -0.78345, -2.92332], [0.18151, 0.84519, -4.74883], [1.91186, -0.12021, -6.09950], [3.41756, -1.88239, -5.16748], [3.10477, -2.65290, -2.83862], [4.84942, 0.54149, 3.94971], [4.02065, -0.32407, 4.65286], [2.98823, -0.99064, 4.01590], [2.76625, -0.77647, 2.65583], [3.60590, 0.07455, 1.94268], [4.64360, 0.72635, 2.58989], [1.71689, -1.43480, 1.98584], [1.48815, -2.66770, 2.42890], [0.56176, -3.31914, 1.72197], [0.23714, -4.66805, 2.01068], [-0.70596, -5.30146, 1.25907], [-1.35041, -4.61329, 0.20927], [-1.00554, -3.31268, -0.02659], [-0.07057, -2.67788, 0.70555], [5.65603, 1.05538, 4.45545], [4.17735, -0.48068, 5.71262], [2.34263, -1.66377, 4.56068], [3.49026, 0.16017, 0.87095], [5.29983, 1.37218, 2.02017], [0.75673, -5.15148, 2.82448], [-0.96264, -6.33145, 1.46931], [-2.11229, -5.08110, -0.39533], [-1.47844, -2.72775, -0.80456], [2.48869, 3.43268, 3.32977], [1.20599, 4.14318, 2.92093], [0.68777, 3.70296, 1.53935], [-0.63861, 4.42748, 1.21861], [-1.26215, 4.00000, -0.10265], [1.70169, 4.11433, 0.49728], [2.09945, 5.24987, 0.37295], [2.14494, 3.11671, -0.33640], [1.84614, 1.76677, -0.24234], [2.37963, 0.99053, -1.02117], [0.97449, 1.33681, 0.71355], [0.38412, 2.20604, 1.59727], [-0.38373, 1.81673, 2.45470], [2.83621, 3.79148, 4.29861], [3.29252, 3.60987, 2.61101], [2.34399, 2.35353, 3.41148], [1.35940, 5.22278, 2.87848], [0.41234, 3.94090, 3.64078], [-0.43516, 5.49939, 1.22633], [-1.32178, 4.20533, 2.03967], [-0.59047, 4.17651, -0.94689], [-2.17949, 4.55700, -0.29365], [-1.52285, 2.93892, -0.08558], [2.83524, 3.36090, -1.03285]],
  "forces_ev_per_a": [[0.1, 0.0, 0.5], [0.0, 0.0, -0.1], [0.0, 0.1, 0.1], [-0.1, 0.0, -0.1], [0.0, -0.1, 0.0], [-0.1, 0.0, -0.2], [0.0, 0.0, 0.0], [0.0, 0.0, 0.1], [0.0, 0.1, -0.1], [0.0, -0.1, 0.0], [0.0, 0.0, 0.0], [0.0, 0.0, 0.0], [0.0, 0.0, 0.0], [0.0, 0.0, 0.0], [0.0, 0.0, -0.1], [0.0, 0.0, -0.1], [0.0, 0.0, 0.0], [0.0, 0.0, 0.0], [0.0, 0.0, 0.0], [0.0, 0.0, 0.0], [0.1, 0.0, 0.0], [-0.1, 0.1, 0.0], [0.0, 0.0, 0.0], [0.0, 0.0, 0.0], [0.0, 0.0, 0.0], [0.0, 0.0, 0.0], [0.0, 0.0, 0.0], [0.0, 0.0, 0.0], [0.0, 0.0, 0.0], [0.0, 0.0, 0.0], [0.0, 0.0, 0.0], [0.0, 0.0, 0.0], [0.0, 0.0, 0.0], [0.0, 0.0, 0.0], [0.0, 0.0, 0.0], [0.0, 0.0, 0.0], [0.0, 0.0, 0.0], [0.0, 0.0, 0.0], [0.0, 0.1, 0.0], [0.0, 0.1, 0.1], [0.1, -0.1, 0.0], [0.0, 0.0, 0.0], [-0.1, 0.0, -0.1], [0.1, 0.0, 0.0], [0.0, 0.0, 0.1], [0.0, 0.1, 0.0], [0.0, 0.0, 0.0], [0.0, 0.0, 0.0], [0.0, 0.0, 0.1], [-0.1, -0.1, -0.1], [0.0, 0.0, 0.0], [0.0, 0.0, 0.0], [0.0, 0.0, 0.0], [-0.1, 0.1, 0.0], [0.0, 0.0, 0.0], [0.0, 0.0, 0.0], [0.0, 0.0, 0.0], [0.0, 0.0, 0.0], [0.0, 0.0, 0.0], [0.0, 0.0, 0.0], [0.0, 0.0, 0.0], [-0.1, 0.0, 0.0], [0.0, 0.0, 0.1], [0.0, 0.0, 0.0], [0.0, 0.0, 0.0], [0.0, 0.0, 0.0], [0.0, 0.0, 0.1], [0.1, -0.1, -0.1], [0.0, 0.1, 0.0], [0.0, 0.0, -0.3], [0.1, -0.1, 0.2], [0.0, 0.0, 0.0], [0.0, 0.0, 0.0], [0.0, 0.0, 0.0], [0.0, 0.0, 0.0], [0.0, 0.0, 0.0], [0.0, 0.0, 0.0], [0.0, 0.0, 0.0], [0.0, 0.0, 0.0], [0.0, 0.0, 0.0], [0.0, 0.0, 0.0], [0.0, 0.0, 0.0], [0.0, 0.0, 0.0]],
  "lowdin_charge": [1.414, -0.025, -0.213, -0.110, -0.070, -1.085, 0.785, 0.913, -0.418, -0.295, -0.046, -0.079, -0.101, -0.084, -0.056, -0.098, -0.035, -0.072, -0.058, 0.004, -0.337, -0.084, 0.062, 0.089, 0.086, 0.074, 0.080, 0.115, 0.104, 0.103, 0.106, 0.088, 0.099, 0.104, 0.109, 0.121, -0.099, -0.085, -0.027, -0.269, -0.043, -0.094, -0.149, 0.075, -0.351, -0.001, -0.062, -0.054, -0.134, -0.139, 0.100, 0.102, 0.104, 0.090, 0.107, 0.114, 0.108, 0.095, 0.101, -0.065, -0.165, -0.307, -0.159, -0.068, -0.426, 0.110, 0.227, -0.548, 0.041, 0.021, -0.461, 0.012, 0.081, 0.080, 0.069, 0.123, 0.122, 0.125, 0.124, 0.081, 0.081, 0.057, 0.168]
}

---

(3)
{
  "formula": "C5H9NO",
  "method": "the ωB97M-V functional and the def2-TZVPD basis",
  "smiles": "[H]/N=C(/C)CCC=O",
  "de_lowest_kj_mol": 130.1,
  "spin_multiplicity": 1,
  "orbital_gap_ev": 10.628,
  "species": ["H", "N", "C", "C", "C", "C", "C", "O", "H", "H", "H", "H", "H", "H", "H", "H"],
  "coordinates": [[0.22934, 2.29873, 0.54872], [1.04795, 1.73512, 0.30145], [0.69895, 0.71032, -0.36864], [1.76228, -0.24508, -0.84820], [-0.74296, 0.35441, -0.69018], [-1.25777, -0.79279, 0.20607], [-0.90785, -0.51718, 1.65085], [-0.19577, -1.21885, 2.32595], [2.63890, -0.17288, -0.20227], [1.40312, -1.27985, -0.86611], [2.06765, 0.01877, -1.86827], [-0.83995, 0.06034, -1.74197], [-1.37314, 1.24014, -0.54473], [-0.84266, -1.76433, -0.08189], [-2.35021, -0.84944, 0.11357], [-1.33789, 0.42257, 2.06565]],
  "forces_ev_per_a": [[0.1, 0.0, 0.0], [-0.2, -0.2, -0.2], [0.1, 0.1, 0.1], [0.0, 0.0, 0.0], [0.0, 0.1, 0.0], [0.0, -0.1, 0.0], [0.2, -0.2, 0.1], [-0.4, 0.3, -0.3], [-0.1, 0.0, -0.1], [0.1, 0.2, 0.0], [-0.1, 0.0, 0.1], [0.0, 0.0, 0.1], [0.1, -0.1, 0.0], [0.0, 0.2, 0.1], [0.1, 0.0, 0.0], [0.1, -0.1, 0.0]],
  "lowdin_charge": [0.051, 0.140, -0.452, -0.040, -0.156, -0.156, -0.281, 0.061, 0.082, 0.076, 0.085, 0.118, 0.111, 0.115, 0.119, 0.129]
}

---

(4)
{
  "formula": "C6H12N2O",
  "method": "the ωB97M-V functional and the def2-TZVPD basis",
  "charge": -1,
  "de_lowest_kj_mol": 61.2,
  "spin_multiplicity": 2,
  "orbital_gap_ev": [2.387, 8.363],
  "species": ["C", "C", "C", "C", "N", "N", "H", "H", "H", "H", "H", "H", "C", "C", "O", "H", "H", "H", "H", "H", "H"],
  "coordinates": [[-0.66153, 0.94127, -3.35274], [0.20883, -0.98785, -0.47892], [-0.04777, 0.01524, -2.40621], [1.20384, -0.54686, -2.35426], [-0.60786, -0.18597, -1.13734], [1.37824, -1.13162, -1.14867], [-0.08331, -1.38484, 0.46371], [2.08999, -1.87112, -0.99227], [1.98818, -0.49543, -3.08617], [0.13256, 1.56320, -3.78942], [-1.41824, 1.58101, -2.90944], [-1.12271, 0.46151, -4.21500], [0.26336, 0.32650, 2.58285], [-1.20779, -0.20942, 2.65658], [0.63062, 0.71284, 3.91530], [0.82955, -0.53342, 2.27020], [0.49431, 1.20123, 1.95560], [-1.98669, 0.52047, 2.42139], [0.59435, 1.64664, 4.05130], [-1.44819, -0.62248, 3.63716], [-1.22976, -1.00092, 1.91633]],
  "forces_ev_per_a": [[0.2, 0.6, -1.4], [-0.5, 1.4, -0.9], [1.0, -0.3, 2.9], [-0.2, 0.6, -1.2], [-0.6, -0.8, -0.7], [-0.2, -1.4, 0.3], [0.7, -0.4, 0.4], [-0.2, 0.5, 0.2], [0.1, -0.2, -0.1], [-0.3, 0.1, 0.1], [0.1, 0.0, 0.3], [-0.2, -0.3, 0.0], [-1.5, 0.7, 1.4], [0.6, 0.6, -0.9], [0.7, -1.2, 0.5], [0.8, 0.0, 0.1], [-0.6, -0.7, -0.4], [0.2, 0.1, -0.1], [-0.1, 0.8, -0.3], [0.4, 0.0, 0.0], [-0.7, -0.2, 0.0]],
  "lowdin_charge": [-0.103, -0.355, -0.376, -0.322, 0.075, 0.014, 0.048, -0.015, 0.045, 0.064, 0.065, 0.059, -0.337, -0.102, -0.126, 0.059, 0.108, 0.063, 0.048, 0.064, 0.027]
}

---

(5)
{
  "formula": "C4H12NO2",
  "method": "the ωB97M-V functional and the def2-TZVPD basis",
  "charge": -1,
  "de_lowest_kj_mol": 70.6,
  "spin_multiplicity": 1,
  "orbital_gap_ev": 6.862,
  "species": ["C", "N", "C", "O", "C", "C", "H", "H", "H", "H", "H", "H", "H", "H", "H", "H", "H", "H", "O"],
  "coordinates": [[-0.38812, 0.05628, 0.69100], [1.01908, -0.23680, 0.70146], [1.85675, 0.52123, -0.22057], [1.81223, 0.26816, -1.54758], [-1.30101, -1.00166, 1.26681], [-2.79091, -0.67593, 1.10414], [-0.80125, 0.54662, -0.21009], [-0.48168, 0.98100, 1.30219], [1.22246, -1.22735, 0.65675], [2.89278, 0.38194, 0.18898], [1.72597, 1.61471, -0.01879], [-1.15365, -1.98673, 0.83234], [-1.03544, -1.00655, 2.32490], [-3.02257, 0.38033, 1.01637], [-3.39286, -1.17791, 1.86243], [-3.11382, -1.12415, 0.18764], [2.75773, 0.85028, -3.84928], [1.94063, 1.19981, -2.69001], [2.25364, 1.63672, -3.59871]],
  "forces_ev_per_a": [[-0.4, 2.1, -0.1], [-0.2, -0.4, 0.2], [1.7, 0.9, -0.6], [-0.7, -0.6, 0.5], [-0.1, 0.7, 0.5], [0.3, -0.5, 0.0], [0.4, -1.1, -0.8], [-0.2, -0.4, 0.6], [-0.1, 0.1, -0.4], [-0.1, -0.3, 0.0], [-0.6, -0.2, 0.3], [0.4, -0.1, 0.0], [-0.1, -0.6, 0.1], [0.1, 0.2, 0.4], [0.0, 0.3, 0.3], [-0.3, -0.1, -0.8], [0.1, 0.3, -0.3], [0.2, 0.5, -0.2], [-0.1, -0.7, 0.4]],
  "lowdin_charge": [-0.314, -0.078, -0.519, -0.299, -0.263, -0.125, 0.115, 0.108, 0.090, 0.083, 0.098, 0.099, 0.097, 0.065, 0.059, 0.052, -0.019, -0.029, -0.221]
}

---

Question: Number 2 is which compound?
Answer: C35H34IrN7O4S2